Here is a cluster of 16 separate species, C64H105BN15O8 in total from the OMol25 dataset. Energies are from wB97M-V/def2-TZVPD.

Its highest occupied orbital energy is -9.2 eV. The net charge is -1. As for the energy: -107484.88935 eV. The orbital gap is 10.49 eV.

Positions of all 193 atoms, in Å:
O1 -10.97150 16.82917 -15.17731
O2 -13.19886 16.80350 -14.78970
O3 -17.60538 16.33626 -15.22595
O4 -15.45188 16.53910 -15.65129
O5 -11.74414 18.67693 -17.38981
O6 -13.83873 18.34943 -16.43355
O7 -17.01035 18.78712 -13.54506
O8 -14.98403 18.38011 -14.31858
N1 -16.58660 23.90395 -15.19464
N2 -12.37283 21.24169 -20.00864
N3 -14.21378 18.86802 -22.81053
N4 -20.21604 21.55624 -14.64165
N5 -14.54810 21.12417 -9.79072
N6 -11.08097 25.24642 -18.74551
N7 -23.27884 19.33351 -16.61802
N8 -7.68855 15.57293 -14.51318
N9 -22.54736 13.51967 -12.32839
N10 -17.98347 19.20369 -20.51888
N11 -15.26477 10.86396 -15.67426
N12 -5.63646 19.49657 -14.31787
N13 -18.29014 10.89245 -17.31740
N14 -12.30865 13.40699 -10.71393
N15 -8.03310 12.66521 -18.07632
C1 -12.36736 20.75984 -11.18417
C2 -15.23753 12.96343 -12.90160
C3 -8.58905 21.11124 -19.56899
C4 -12.99576 23.43284 -16.35468
C5 -21.00541 16.62779 -17.86412
C6 -20.78538 19.20489 -17.45517
C7 -22.19129 19.27088 -16.98447
C8 -20.14187 17.76893 -17.24085
C9 -7.79890 13.78839 -18.05023
C10 -17.01767 21.91654 -18.24617
C11 -22.79060 19.76848 -12.08539
C12 -13.18938 23.93128 -17.75100
C13 -16.48804 19.40963 -18.37437
C14 -14.04362 15.00592 -9.52712
C15 -13.86321 16.73859 -11.42564
C16 -20.34055 20.62055 -13.97372
C17 -7.50619 15.19131 -17.93729
C18 -17.71149 14.23275 -19.56187
C19 -14.69218 18.01476 -22.20500
C20 -14.37581 15.83822 -20.90558
C21 -9.67499 15.98570 -18.92869
C22 -15.34048 16.92195 -21.47127
C23 -13.51168 16.41365 -19.79343
C24 -17.16577 24.49490 -11.39506
C25 -16.25245 18.18531 -14.25231
C26 -8.00505 19.23964 -15.45885
C27 -11.99730 24.62407 -18.29553
C28 -15.08387 11.13547 -14.54196
C29 -16.90688 13.14928 -17.34447
C30 -16.97017 23.29071 -14.26633
C31 -16.53998 16.87617 -15.04024
C32 -19.86538 12.30214 -14.52394
C33 -9.63939 17.57898 -12.07467
C34 -20.52949 19.38716 -13.25214
C35 -13.42679 20.81121 -13.46297
C36 -8.68028 16.13115 -17.75252
C37 -8.47255 21.75276 -15.64179
C38 -13.58236 20.94457 -10.43104
C39 -9.23006 19.75037 -19.29861
C40 -8.59285 15.42302 -13.78447
C41 -21.97903 13.96187 -13.24487
C42 -14.83904 11.49076 -13.12640
C43 -6.66436 19.33263 -14.82556
C44 -12.48790 18.16939 -16.54037
C45 -21.94069 18.85462 -13.07879
C46 -17.73131 11.95122 -17.29119
C47 -19.85534 13.80546 -14.64902
C48 -9.80135 16.10317 -11.68980
C49 -16.81009 22.99391 -11.76669
C50 -17.33328 19.28871 -19.58529
C51 -21.19803 14.50741 -14.39019
C52 -13.07390 14.12828 -10.19133
C53 -9.68162 15.15288 -12.85217
C54 -17.42511 22.54702 -13.08940
C55 -11.56913 20.45483 -20.10175
C56 -8.97471 20.38106 -15.15465
C57 -15.95392 20.84992 -18.17075
C58 -10.47144 19.49041 -20.12446
C59 -17.31044 14.46747 -18.13112
C60 -11.84821 22.49215 -16.25349
C61 -12.43558 20.10576 -12.56205
C62 -14.79508 15.89232 -10.51186
C63 -14.57908 13.98608 -13.80039
C64 -12.10007 17.16024 -15.43985
B1 -14.37455 17.47820 -15.29096
H1 -23.86218 19.59578 -12.18541
H2 -9.25359 15.90632 -16.85315
H3 -19.93859 17.69077 -16.17283
H4 -15.45022 20.90812 -17.20586
H5 -8.70785 17.86638 -12.56226
H6 -9.77551 14.93932 -19.21696
H7 -21.11543 15.56733 -14.14965
H8 -15.04024 13.23996 -11.86589
H9 -11.71608 20.14597 -10.56201
H10 -18.12797 15.06545 -20.12866
H11 -15.48804 16.54849 -9.98523
H12 -14.40685 17.60451 -11.80345
H13 -13.39295 16.19313 -12.24383
H14 -13.90630 22.96396 -15.98165
H15 -16.88092 24.73307 -10.37025
H16 -13.42586 15.65574 -8.90728
H17 -8.41429 21.29662 -20.62880
H18 -9.91419 20.10703 -15.63464
H19 -9.54144 19.71427 -18.25466
H20 -6.99586 15.41615 -18.87383
H21 -17.45580 22.05391 -19.23474
H22 -13.34726 20.45518 -14.49011
H23 -16.31128 13.01309 -13.08240
H24 -15.12976 21.01555 -18.86461
H25 -11.98425 21.77821 -11.24945
H26 -20.99378 16.78779 -18.94225
H27 -20.52673 15.66453 -17.68779
H28 -10.57685 16.37206 -18.45385
H29 -20.27774 11.92485 -13.58814
H30 -18.51370 22.60053 -13.07538
H31 -9.23105 21.95845 -19.32784
H32 -12.99950 17.09721 -10.86574
H33 -11.43784 20.15254 -12.99843
H34 -18.86011 11.91797 -14.69698
H35 -20.07537 19.45206 -12.26337
H36 -21.88575 14.36706 -15.22411
H37 -17.06562 19.09538 -17.50503
H38 -19.07859 14.16241 -13.97274
H39 -13.79385 11.37800 -12.83837
H40 -22.45960 18.74046 -14.03053
H41 -12.78029 24.27999 -15.70352
H42 -19.16190 17.76973 -17.71807
H43 -12.83037 15.65385 -19.41052
H44 -13.43880 23.13893 -18.45675
H45 -14.92258 14.97731 -20.52092
H46 -7.88505 19.05985 -16.52720
H47 -18.12962 14.97019 -17.61699
H48 -13.18589 21.87269 -13.52058
H49 -16.03334 17.36497 -20.75589
H50 -11.04033 22.75623 -16.93591
H51 -16.43125 15.11016 -18.17668
H52 -22.56690 20.83310 -12.15344
H53 -11.49638 22.49179 -15.22183
H54 -6.87200 15.41981 -17.08074
H55 -16.03333 16.47922 -22.18684
H56 -20.40855 11.89426 -15.37641
H57 -22.50549 19.55397 -11.05544
H58 -8.50111 18.96676 -19.50522
H59 -10.76691 15.90454 -11.22467
H60 -14.81127 13.68722 -14.82258
H61 -17.89871 21.71474 -17.63697
H62 -16.63980 25.19163 -12.04777
H63 -18.23058 24.68330 -11.53213
H64 -16.60558 22.87155 -17.92022
H65 -9.32262 16.56313 -19.78339
H66 -10.33099 19.32287 -21.19231
H67 -13.76809 15.49153 -21.74139
H68 -12.98048 17.32251 -20.07610
H69 -20.18089 19.97526 -16.97640
H70 -7.69924 21.22122 -18.94911
H71 -19.93268 18.61600 -13.73920
H72 -15.72247 22.93330 -11.72792
H73 -21.87566 17.83715 -12.69328
H74 -19.49866 14.09806 -15.63657
H75 -16.06894 12.70160 -17.87882
H76 -13.49710 14.10290 -13.73900
H77 -13.98403 24.67480 -17.81285
H78 -8.45919 18.30816 -15.12091
H79 -9.14349 20.45827 -14.08057
H80 -7.40517 21.84073 -15.43914
H81 -10.91347 18.55097 -19.79252
H82 -10.41390 17.93556 -12.75370
H83 -9.03785 15.82847 -10.96199
H84 -22.03761 16.63544 -17.51397
H85 -10.62546 15.06246 -13.38984
H86 -8.36867 17.17109 -17.65498
H87 -15.65333 18.72762 -18.53629
H88 -9.00099 22.54224 -15.10741
H89 -12.11639 21.48941 -16.58619
H90 -15.34030 10.78179 -12.46745
H91 -9.49504 14.16801 -12.42400
H92 -15.40896 15.26768 -11.16077
H93 -17.16639 21.49908 -13.24100
H94 -15.07827 14.94286 -13.64714
H95 -9.84584 18.16903 -11.18174
H96 -20.78052 19.47415 -18.51137
H97 -14.08427 16.71905 -18.91765
H98 -8.55431 22.00767 -16.69841
H99 -16.57316 13.37058 -16.33069
H100 -17.16966 22.38532 -10.93698
H101 -12.69725 19.04893 -12.50972
H102 -16.90179 13.82983 -20.17027
H103 -14.48092 20.64811 -13.23866
H104 -14.73362 14.48849 -8.86059
H105 -18.42444 13.42326 -19.71843